Here is C25H21F3N3O2PReS as an isolated structure from the Open Molecules 2025 dataset. Energies are from ωB97M-V/def2-TZVPD.

As for the energy above the lowest of the compared OMol25 structures with the same formula, charge and spin: 0.00 kcal/mol. Its expectation value of S² is 3.78. The multiplicity is 4. The calculation puts the HOMO-LUMO gap (spin up / spin down) at 7.33 / 7.01 eV. For the LUMO energy (spin up / spin down), the calculation gives -0.2883 / -0.3112 Ha. The charge is +2.

Last column: natural (NBO) charge in e.
Element x y z (Å)
Re: -0.654 1.559 0.107  1.3096
O: -1.635 -1.231 -2.643  -0.4776
C: -0.945 -0.696 -1.842  0.7907
O: -1.442 -0.006 -0.776  -0.7687
C: 0.581 -0.694 -1.863  -0.8516
P: 1.164 0.947 -1.351  1.2420
C: 2.775 0.834 -0.586  -0.4516
C: 3.073 -0.243 0.256  -0.1951
C: 4.322 -0.330 0.844  -0.1860
C: 5.273 0.656 0.601  -0.1410
C: 4.980 1.725 -0.233  -0.2039
C: 3.734 1.819 -0.831  -0.1109
C: 1.146 2.084 -2.730  -0.4660
C: 1.089 1.625 -4.047  -0.1130
C: 1.080 2.541 -5.089  -0.2057
C: 1.129 3.901 -4.822  -0.1415
C: 1.189 4.361 -3.510  -0.1979
C: 1.191 3.457 -2.463  -0.1943
H: 0.970 -0.996 -2.834  0.2952
H: 0.928 -1.422 -1.127  0.2879
H: 2.345 -1.023 0.450  0.2124
H: 4.561 -1.171 1.481  0.2430
H: 6.251 0.582 1.058  0.2479
H: 5.727 2.481 -0.429  0.2477
H: 3.522 2.642 -1.502  0.2263
H: 1.056 0.569 -4.278  0.2218
H: 1.040 2.187 -6.110  0.2501
H: 1.127 4.609 -5.640  0.2480
H: 1.240 5.422 -3.306  0.2453
H: 1.240 3.819 -1.441  0.2257
C: -2.625 2.077 -2.990  -0.6765
C: -2.409 3.234 -2.083  0.3448
C: -2.930 4.499 -2.314  -0.2907
C: -2.654 5.512 -1.410  0.1608
N: -1.917 5.326 -0.303  -0.4224
C: -1.469 4.120 -0.134  0.3211
S: -0.540 3.583 1.280  -0.0015
N: -1.658 3.068 -0.972  -0.6035
H: -3.303 2.340 -3.797  0.2609
H: -3.034 1.225 -2.445  0.2675
H: -1.671 1.769 -3.428  0.2456
H: -3.540 4.685 -3.185  0.2624
H: -3.033 6.515 -1.564  0.2405
F: 1.311 -1.325 6.128  -0.2915
C: 1.516 -1.978 4.985  0.9636
F: 0.925 -3.167 5.052  -0.2937
F: 2.833 -2.160 4.832  -0.3015
C: 0.987 -1.161 3.817  -0.0198
C: 1.509 0.106 3.593  -0.1522
C: 1.048 0.829 2.519  0.0570
N: 0.103 0.347 1.681  -0.5431
C: -0.411 -0.879 1.915  0.0643
C: 0.010 -1.659 2.972  -0.2060
H: 2.267 0.524 4.240  0.2641
H: 1.440 1.813 2.297  0.2360
H: -1.173 -1.222 1.229  0.2468
H: -0.422 -2.637 3.127  0.2782